Molecular formula: C2H3O2Tl
Method: DFT, ωB97M-V with the def2-TZVPD basis set

Geometry as XYZ:
```
8
Properties=species:S:1:pos:R:3
C 0.9391 -1.8188 0.0227
O 1.9498 -2.3862 0.0632
H 0.1274 -0.5526 -0.7140
H 0.1761 -0.5137 0.7026
C -0.5894 0.5450 -0.0401
O -0.1639 1.7433 0.3374
Tl -0.9925 2.8855 -0.8814
H -1.4467 0.0976 0.5096
```

Properties
energy = -10881.84870 eV
charge = +2
ΔE to the lowest compared entry with this formula, charge and spin = 126.75 kcal/mol
Kohn-Sham gap (spin up / spin down) = 6.539 / 7.738 eV

---

Molecular formula: C2H9N2S
Method: DFT, ωB97M-V with the def2-TZVPD basis set

Geometry as XYZ:
```
14
Properties=species:S:1:pos:R:3
C 2.0566 -1.0942 -2.8782
S 1.1643 -2.0370 -1.5637
H 1.5355 -0.1542 -3.0632
H 3.0780 -0.8550 -2.5724
H 2.1152 -1.7240 -3.7644
N -0.9078 0.7589 0.2722
C -1.4164 1.1474 1.5720
N -1.1153 0.3366 2.7222
H 0.0959 0.8066 0.1830
H -1.2236 -0.1717 0.0414
H -1.1724 2.1705 1.7514
H -2.4948 1.0818 1.4598
H -1.5585 -0.5581 2.8180
H -0.1568 0.2924 3.0219
```

Properties
energy = -16035.81641 eV
charge = -1
ΔE to the lowest compared entry with this formula, charge and spin = 17.04 kcal/mol
Kohn-Sham gap = 5.928 eV

---

Molecular formula: C12H13BrOOs
Method: DFT, ωB97M-V with the def2-TZVPD basis set

Geometry as XYZ:
```
28
Properties=species:S:1:pos:R:3
C -1.8635 -0.5786 -0.3727
C -1.7182 -1.1133 0.9502
C -1.5158 -0.0030 1.8336
H -1.9292 -2.1563 1.2672
C -1.4536 1.1907 1.0779
C -1.5890 0.8397 -0.3084
H -1.5623 1.5431 -1.1302
H -1.9060 -1.1886 -1.2632
H -1.6270 -0.0340 2.9272
H -1.5145 2.2009 1.5002
Os 0.0944 -0.2267 0.3011
Br 2.0583 1.0961 0.5772
C 1.8264 0.7541 -1.9284
C 0.7611 1.5429 -2.4928
C -0.2616 0.6499 -2.9217
H 0.8394 2.6150 -2.7559
C 0.1386 -0.7032 -2.6054
C 1.3899 -0.6616 -1.9071
H 2.1218 -1.4952 -1.8370
H 2.8556 1.1237 -1.8495
H -1.0910 0.9230 -3.5924
H -0.3175 -1.5942 -3.0533
C 1.1156 -0.4150 3.2047
C 0.7825 -1.2578 2.0124
O 0.8335 -2.4721 1.9973
H 0.9633 0.5715 2.7623
H 2.1497 -0.5285 3.5429
H 0.4191 -0.6226 4.0636
```

Properties
energy = -87205.38638 eV
charge = 0
ΔE to the lowest compared entry with this formula, charge and spin = 7.31 kcal/mol
spin multiplicity = 5
Kohn-Sham gap (spin up / spin down) = 6.414 / 6.651 eV
⟨S²⟩ = 6.03

---

Molecular formula: C6H12N2
Method: DFT, ωB97M-V with the def2-TZVPD basis set

Geometry as XYZ:
```
20
Properties=species:S:1:pos:R:3
C -1.4305 0.7601 -0.6109
C -1.3727 -0.2434 0.4173
C 1.3353 0.6522 1.1539
C 0.5656 -0.4535 0.4379
N -1.4499 2.0884 -0.2487
C 0.6238 -0.9236 -1.9738
C 0.9251 -1.7318 0.8258
N 0.5211 -0.0766 -1.0296
H -1.9360 0.5592 -1.5464
H -1.2032 2.7497 -0.9695
H -1.0247 2.2912 0.6442
H -1.8674 -1.1693 0.1551
H -1.5923 0.0091 1.4495
H 2.3894 0.6156 0.8784
H 1.0207 1.6561 0.8690
H 1.2591 0.5361 2.2345
H 0.5296 -0.5988 -3.0053
H 0.6786 -1.9923 -1.7787
H 1.7951 -2.1623 1.2951
H 0.2332 -2.5662 0.8023
```

Properties
energy = -9391.36298 eV
charge = 0
ΔE to the lowest compared entry with this formula, charge and spin = 126.53 kcal/mol
Kohn-Sham gap (spin up / spin down) = 7.352 / 6.147 eV

---

Molecular formula: C26H47BrCl2CsFN2NaO14PS
Method: DFT, ωB97M-V with the def2-TZVPD basis set

Geometry as XYZ:
```
97
Properties=species:S:1:pos:R:3
C 5.9726 0.6705 1.2876
O 5.7491 0.1162 -0.0225
C 4.3477 0.1678 -0.3660
C 3.9965 -0.9973 -1.3911
C 2.8602 -1.9928 -0.8947
C 1.4751 -1.2807 -0.5499
C 0.5871 -2.1093 0.4898
C -0.4485 -1.1471 1.2468
O -1.7607 -1.4008 0.6565
P -2.6445 0.0527 0.4040
O -4.0963 -0.2961 0.7447
O -2.1960 1.2942 1.4305
O -2.6422 0.4756 -1.2712
S -1.5175 1.6724 -1.6385
O -2.2237 2.9977 -1.5792
O -0.2837 1.6264 -0.8143
F -1.0224 1.4819 -3.2369
H 7.0296 1.0737 1.3078
H 5.2765 1.5433 1.4722
H 5.8696 -0.1264 2.0911
H 4.1524 1.1560 -0.8936
H 3.6795 0.1272 0.5570
H 3.6571 -0.5577 -2.3879
H 4.9309 -1.6121 -1.5438
H 3.1737 -2.6341 -0.0128
H 2.6371 -2.7125 -1.7368
H 1.6962 -0.2711 -0.0722
H 0.9269 -1.0700 -1.5197
H 0.0460 -2.9399 -0.0597
H 1.3147 -2.5732 1.2321
H -0.4077 -1.3666 2.3611
H -0.0618 -0.0964 1.1143
H -2.2992 2.1749 1.0104
O -2.2490 -5.6520 2.1949
C -3.1877 -5.1572 1.6334
O -4.1022 -5.9413 1.0154
C -5.3580 -5.4697 0.4981
C -5.1952 -4.9298 -0.9086
C -3.3177 -3.6649 1.5247
H -5.8164 -4.7467 1.1758
H -6.0226 -6.3348 0.4756
H -4.5231 -4.0681 -0.9347
H -6.1615 -4.6267 -1.3198
H -4.7565 -5.6919 -1.5634
H -2.7285 -3.3127 0.6756
H -2.9260 -3.2165 2.4376
H -4.3431 -3.3179 1.4326
N 7.5819 -1.6278 4.3839
C 7.0875 -2.6381 5.1654
C 7.1163 -3.7953 4.4277
C 7.6531 -3.4729 3.1558
C 7.9336 -2.1299 3.1588
H 7.6731 -0.6676 4.6655
H 6.7579 -2.4463 6.1745
H 6.7886 -4.7663 4.7655
H 7.8161 -4.1491 2.3309
H 8.3504 -1.4893 2.3975
Cl 1.4100 6.8108 1.4771
C 0.4970 5.5979 0.5276
C 1.2576 4.2990 0.3738
Cl 2.6912 4.4787 -0.6652
H 0.2571 6.0403 -0.4389
H -0.4374 5.4194 1.0609
H 0.6160 3.5532 -0.0962
H 1.5862 3.9068 1.3371
C -5.3722 4.0350 -1.1314
C -6.4244 4.7629 -0.2934
O -6.9725 5.7466 -0.8472
O -6.6105 4.2856 0.8516
H -5.2615 4.5004 -2.1134
H -4.4046 4.0633 -0.6230
H -5.6645 2.9915 -1.2776
C -7.9653 9.3375 1.0737
C -8.7333 8.7097 -0.0489
O -9.2179 9.8397 -0.7753
C -8.3901 10.8788 -0.4995
O -8.4111 11.9287 -1.0706
O -7.5310 10.5724 0.5099
H -7.1155 8.7311 1.3868
H -8.5920 9.5484 1.9455
H -8.0982 8.1101 -0.7065
H -9.5582 8.0919 0.3044
C 3.5579 -6.3359 -4.2960
C 4.2929 -5.0695 -4.7209
C 5.5315 -4.7872 -3.8656
C 5.1394 -4.6040 -2.4345
N 4.8138 -4.4735 -1.3054
H 3.1780 -6.2564 -3.2739
H 2.6995 -6.5144 -4.9487
H 4.2156 -7.2085 -4.3527
H 3.6028 -4.2220 -4.6638
H 4.5962 -5.1673 -5.7688
H 6.0311 -3.8804 -4.2150
H 6.2424 -5.6143 -3.9361
Na 1.4683 7.8611 3.6488
Cs -3.4308 -3.1712 -1.7382
Br 2.6614 -4.9295 -0.7681
```

Properties
energy = -182252.50363 eV
charge = 0
Kohn-Sham gap = 1.237 eV

---

Molecular formula: C4H6
Method: DFT, ωB97M-V with the def2-TZVPD basis set

Geometry as XYZ:
```
10
Properties=species:S:1:pos:R:3
C 0.9157 -0.2184 1.1104
C 0.4305 0.5029 -0.0878
C -0.7302 0.1195 -0.6265
C -1.9861 -0.2757 -0.8971
H 1.9307 -0.5994 0.9749
H 0.2846 -1.0766 1.3774
H 0.9364 0.4380 1.9865
H 0.9407 1.4252 -0.3861
H -0.5228 0.6535 -1.7375
H -2.1994 -0.9690 -1.7142
```

Properties
energy = -4239.83908 eV
charge = 0
ΔE to the lowest compared entry with this formula, charge and spin = 95.05 kcal/mol
Kohn-Sham gap = 7.544 eV

---

Molecular formula: C44H37CuF2N5O18Pt
Method: DFT, ωB97M-V with the def2-TZVPD basis set

Geometry as XYZ:
```
108
Properties=species:S:1:pos:R:3
Cu 0.9272 4.4794 1.5038
Pt 1.0897 0.1740 0.2437
C -0.0795 -3.4293 2.3633
C 0.3352 -2.1716 1.8268
C 0.6653 -1.0559 2.8964
O 1.2559 -0.0569 2.4167
C 0.4472 -1.2658 4.3205
C 0.0799 -2.5267 4.6666
C -0.1435 -3.6069 3.6951
O -0.4765 -4.8880 4.0213
O -0.2468 -2.6057 5.9057
O 0.4218 -1.8464 0.6161
H -0.1370 -4.2463 1.6594
H 0.5057 -0.4990 5.0789
C 4.0143 3.0817 0.0871
C 5.2770 3.0911 -0.3952
C 5.9360 1.7506 -0.7913
O 7.2210 1.6003 -1.0665
C 5.2809 0.5741 -0.7574
C 3.8985 0.5342 -0.4648
C 3.2752 1.9688 0.1026
O 2.0716 1.9920 0.3114
O 3.0963 -0.4145 -0.5146
O 5.7818 4.2533 -0.3827
H 3.5433 4.0006 0.4036
H 5.8561 -0.3327 -0.8724
C -3.6100 3.3502 2.1806
C -4.5673 2.3279 2.7248
C -4.0244 0.8683 2.7296
O -4.5578 -0.1017 3.3131
C -2.7849 0.5272 1.9341
C -2.0696 1.5400 1.3980
C -2.4401 3.0172 1.5846
O -1.6552 4.0579 1.3015
O -0.9660 1.1874 0.6969
O -5.7204 2.5863 3.1012
H -3.9383 4.3789 2.1621
H -2.5777 -0.5081 1.7068
C 3.0552 -3.5018 -0.8659
C 4.0167 -4.6262 -1.4149
O 3.9197 -4.3252 -2.8256
C 2.7671 -3.8167 -3.0947
O 2.3836 -3.6260 -4.2770
O 2.1467 -3.4781 -1.9619
F 3.3333 -5.7682 -1.2136
H 3.6657 -2.6013 -0.7992
H 2.5318 -3.7839 0.0477
H 5.0207 -4.6872 -0.9950
C -3.1289 2.6036 -2.2607
C -4.0374 3.8326 -2.1592
O -5.3696 3.2731 -2.2635
C -5.3297 1.8935 -1.9748
O -6.2730 1.1781 -1.6728
O -4.0731 1.4894 -1.9697
F -3.7499 4.7344 -3.1623
H -2.3483 2.6043 -1.4999
H -2.8208 2.5265 -3.3034
H -4.0834 4.3492 -1.2005
N -3.3042 -4.2075 1.7618
C -3.1149 -3.1013 0.9034
C -4.2288 -2.2662 0.9722
C -5.0625 -2.8192 1.9406
C -4.5842 -4.0581 2.3682
H -2.6803 -4.9897 1.9002
H -2.2722 -3.1430 0.2292
H -4.3485 -1.3855 0.3585
H -5.8922 -2.2615 2.3492
H -4.9612 -4.7638 3.0937
N 2.4174 2.2396 3.5220
C 3.2924 3.2002 3.1662
C 2.9810 4.4865 3.5876
C 1.6911 4.2935 4.0378
C 1.3839 2.9418 4.0602
H 2.5687 1.2413 3.5446
H 4.2432 2.8280 2.8143
H 3.4909 5.4260 3.4331
H 0.9706 5.0554 4.2964
H 0.5033 2.4644 4.4641
N -0.9553 -6.0726 -2.5510
C -1.3295 -4.8063 -2.2122
C -0.6436 -4.4407 -1.0825
C 0.2316 -5.4948 -0.7520
C 0.0438 -6.5102 -1.7148
H -1.2687 -6.6413 -3.3246
H -2.0828 -4.1464 -2.6166
H -0.5984 -3.5283 -0.5065
H 0.9153 -5.3332 0.0682
H 0.4022 -7.5257 -1.6330
N 1.0495 -1.0464 -3.0591
C -0.1890 -1.2477 -2.4203
C -0.5885 -0.0248 -2.0305
C 0.2635 0.9537 -2.4537
C 1.2652 0.3419 -3.1295
H 1.6438 -1.7847 -3.4083
H -0.7388 -2.1739 -2.5000
H -1.4650 0.0623 -1.4055
H 0.0896 2.0165 -2.3730
H 2.1005 0.6828 -3.7231
N 1.6818 4.1223 -3.4290
C 0.7554 4.3519 -4.4365
C -0.4341 4.7392 -3.8226
C -0.2098 4.8666 -2.4004
C 1.0914 4.4925 -2.2238
H 2.6661 4.0316 -3.6366
H 0.9449 4.2371 -5.4935
H -1.2891 5.0137 -4.4226
H -0.8236 5.1825 -1.5698
H 1.7662 4.4459 -1.3818
```

Properties
energy = -143845.13394 eV
charge = -3
spin multiplicity = 3
Kohn-Sham gap (spin up / spin down) = 4.967 / 5.002 eV
⟨S²⟩ = 2.00

---

Molecular formula: C13H4Cl5I2MoO2
Method: DFT, ωB97M-V with the def2-TZVPD basis set

Geometry as XYZ:
```
27
Properties=species:S:1:pos:R:3
Mo 2.4441 0.6566 0.5204
Cl -0.6415 -2.4032 0.1673
C 0.8528 -2.0769 -0.5963
C 1.6314 -0.9588 -0.2987
C 2.8293 -0.7201 -0.8400
Cl 4.2219 1.7676 -0.1298
C 3.4478 -1.4791 -1.8311
Cl 4.9712 -1.0867 -2.4886
C 2.7101 -2.5840 -2.1831
Cl 3.3041 -3.6529 -3.3568
C 1.4118 -2.8825 -1.5626
Cl 0.5910 -4.2745 -2.0676
I -5.5197 0.0393 2.3193
C -3.7593 0.7930 1.5436
C -2.5479 0.4561 2.1372
C -1.3674 0.9393 1.6020
C -1.4008 1.7656 0.4831
C -2.6210 2.1204 -0.0955
C -3.7993 1.6300 0.4316
C -0.2103 2.3244 -0.1432
O -0.0805 3.1435 -0.9702
O 1.0601 1.7798 0.4293
H -2.5283 -0.1777 3.0128
H -0.4325 0.6795 2.0777
H -2.6332 2.7727 -0.9580
H -4.7456 1.8983 -0.0164
I 2.8116 -0.4694 2.8132
```

Properties
energy = -98303.20087 eV
charge = +1
ΔE to the lowest compared entry with this formula, charge and spin = 0.00 kcal/mol
Kohn-Sham gap = 5.514 eV

---

Molecular formula: C9H8OS
Method: DFT, ωB97M-V with the def2-TZVPD basis set

Geometry as XYZ:
```
19
Properties=species:S:1:pos:R:3
C 2.2203 0.2647 1.2241
C 2.7156 -0.1413 -1.2235
C 1.2887 0.7340 0.3611
C 1.4143 0.1123 -0.9142
C 0.0359 0.2098 -1.3229
C -0.9669 -0.6271 -0.5287
C 0.0038 1.3602 -0.0669
C -1.6639 0.0174 0.4066
C -2.6589 -0.8729 0.9926
O -1.1299 1.3091 0.7033
S 3.5930 -0.1993 0.3449
H 2.3802 0.2287 2.3260
H 3.0453 -0.4734 -2.2051
H -0.4318 0.5385 -2.2929
H -1.3723 -1.5551 -0.8210
H 0.1129 2.3783 -0.3968
H -2.6165 -1.8571 0.3975
H -3.6256 -0.4181 0.9259
H -2.3443 -1.0089 2.0898
```

Properties
energy = -22340.68436 eV
charge = 0
ΔE to the lowest compared entry with this formula, charge and spin = 113.66 kcal/mol
SMILES = CC1=C[C@@H]2c3cscc3[C@@H]2O1
Kohn-Sham gap = 9.326 eV

---

Molecular formula: C51H59IN6O15
Method: DFT, ωB97M-V with the def2-TZVPD basis set

Geometry as XYZ:
```
132
Properties=species:S:1:pos:R:3
C 4.5421 -1.2645 2.6535
O 5.1911 -0.0642 2.1833
C 6.1275 -0.3106 1.1059
C 5.9563 0.8853 0.0101
C 4.7675 0.5032 -1.0313
C 3.2956 0.6579 -0.4109
C 2.2623 -0.5049 -0.8159
C 2.8197 -1.9988 -0.6441
C 1.6221 -3.0040 -1.0924
C 0.4266 -3.0879 -0.0086
C -0.7907 -2.0811 -0.3194
C -1.1817 -1.1968 0.9880
C -1.8425 0.1682 0.4796
C -1.6305 1.4068 1.4995
C -2.2942 2.7065 0.7933
I 0.4704 1.8630 1.8441
O -2.1545 -1.9345 1.8241
C -1.4326 -2.2838 3.0171
O -0.9466 -3.4347 3.1802
H 3.4019 -1.0637 2.5944
H 4.7299 -2.1973 2.0252
H 4.7574 -1.5325 3.7432
H 7.1963 -0.1968 1.5221
H 5.9595 -1.2785 0.5273
H 5.8198 1.9095 0.4901
H 6.9241 0.8574 -0.6232
H 4.9782 -0.5306 -1.4917
H 4.8614 1.2497 -1.9108
H 2.8511 1.6398 -0.8331
H 3.2756 0.7820 0.7298
H 1.8241 -0.3974 -1.8713
H 1.3668 -0.4066 -0.0959
H 3.1684 -2.2510 0.4119
H 3.6951 -2.2414 -1.3545
H 2.0713 -4.0593 -1.2438
H 1.2755 -2.6234 -2.1202
H -0.0061 -4.1546 -0.0997
H 0.8488 -3.0095 1.0508
H -0.4269 -1.3539 -1.1279
H -1.7643 -2.6237 -0.6171
H -0.2134 -1.0696 1.5809
H -1.5112 0.4956 -0.5604
H -2.9894 0.0190 0.4218
H -2.2401 1.2077 2.4442
H -2.3106 2.6424 -0.3445
H -3.3264 2.9660 1.2321
H -1.6053 3.5937 1.0665
H -1.3500 -1.4573 3.8197
C -5.4542 1.3677 5.9309
C -4.6148 2.3354 5.3861
C -4.9496 2.9517 4.1851
C -6.1320 2.5932 3.5394
C -6.9721 1.6199 4.0758
C -6.6282 1.0070 5.2759
N -6.5015 3.2585 2.2861
O -5.7291 4.0934 1.8371
O -7.5621 2.9452 1.7619
H -5.1925 0.8927 6.8717
H -3.7002 2.6117 5.9004
H -4.2873 3.7043 3.7713
H -7.8916 1.3308 3.5780
H -7.2772 0.2501 5.7034
C -9.3188 -1.8950 -0.3622
C -9.3222 -0.5802 0.0942
C -9.7428 -0.2939 1.3882
C -10.1546 -1.3334 2.2200
C -10.1607 -2.6511 1.7667
C -9.7410 -2.9283 0.4699
N -10.5754 -1.0382 3.5940
O -10.5767 0.1332 3.9543
O -10.8983 -1.9789 4.3043
H -8.9844 -2.1160 -1.3714
H -8.9935 0.2216 -0.5587
H -9.7401 0.7353 1.7308
H -10.4842 -3.4653 2.4058
H -9.7390 -3.9510 0.1078
C 10.0850 5.9332 1.8329
C 10.7945 5.6687 0.6651
C 10.7103 4.4157 0.0675
C 9.9075 3.4349 0.6469
C 9.2006 3.6909 1.8201
C 9.2931 4.9460 2.4122
N 9.7956 2.1219 0.0079
O 10.4440 1.9261 -1.0101
O 9.0566 1.2978 0.5266
H 10.1487 6.9144 2.2936
H 11.4114 6.4416 0.2187
H 11.2680 4.2224 -0.8422
H 8.5776 2.9312 2.2797
H 8.7446 5.1569 3.3242
C -1.3615 5.2549 -5.4972
C -0.6411 5.2744 -4.3065
C -0.5462 4.1244 -3.5312
C -1.1749 2.9567 -3.9615
C -1.9038 2.9330 -5.1487
C -1.9950 4.0888 -5.9160
N -1.0567 1.7368 -3.1618
O -0.4230 1.7994 -2.1157
O -1.5924 0.7222 -3.5843
H -1.4284 6.1534 -6.1030
H -0.1504 6.1869 -3.9845
H 0.0183 4.1525 -2.6055
H -2.3995 2.0303 -5.4882
H -2.5569 4.0804 -6.8436
C -2.2004 -6.1927 3.0602
C -2.8971 -7.3855 3.2338
C -2.2830 -8.5998 2.9454
C -0.9670 -8.6080 2.4872
C -0.2666 -7.4167 2.3043
C -0.8899 -6.2065 2.5927
N -0.3076 -9.8855 2.2061
O -0.9589 -10.9094 2.3601
O 0.8578 -9.8565 1.8372
H -2.6808 -5.2473 3.2915
H -3.9193 -7.3683 3.5973
H -2.8366 -9.5217 3.0849
H 0.7561 -7.4145 1.9435
H -0.3544 -5.2763 2.4568
C 4.4887 0.1540 -6.3923
C 3.3019 -0.4167 -6.8428
C 2.1860 0.3823 -7.0677
C 2.2717 1.7550 -6.8420
C 3.4548 2.3315 -6.3838
C 4.5647 1.5241 -6.1589
N 1.1068 2.6040 -7.1011
O 0.0797 2.0612 -7.4840
O 1.2276 3.8075 -6.9230
H 5.3595 -0.4722 -6.2231
H 3.2479 -1.4855 -7.0216
H 1.2673 -0.0746 -7.4186
H 3.5279 3.3979 -6.2011
H 5.4916 1.9631 -5.8050
```

Properties
energy = -101577.29357 eV
charge = 0
SMILES = COCCCCCCCCC[C@@H](C[C@H](C)I)OC=O.O=[N+]([O-])c1ccccc1.O=[N+]([O-])c1ccccc1.O=[N+]([O-])c1ccccc1.O=[N+]([O-])c1ccccc1.O=[N+]([O-])c1ccccc1.O=[N+]([O-])c1ccccc1
Kohn-Sham gap = 8.486 eV

---

Molecular formula: C5H7NO
Method: DFT, ωB97M-V with the def2-TZVPD basis set

Geometry as XYZ:
```
14
Properties=species:S:1:pos:R:3
N -1.2732 -1.8322 1.2876
C -1.5380 -1.3288 0.2713
O -1.6373 -0.7175 -0.8529
C -0.1931 -0.0628 -1.2370
C -0.0240 1.2538 -0.4356
C 1.1397 0.5296 0.2117
C 0.9951 -0.5932 -0.5060
H -0.2223 -0.3517 1.9882
H -0.2577 -0.1012 -2.3225
H -0.9222 1.4475 0.1558
H 0.2755 2.1696 -0.9582
H 0.2327 0.2355 2.0369
H 1.8877 0.8817 0.9204
H 1.5373 -1.5303 -0.5597
```

Properties
energy = -8831.64354 eV
charge = 0
ΔE to the lowest compared entry with this formula, charge and spin = 105.14 kcal/mol
SMILES = N#CO[C@@H]1C=CC1.[H][H]
Kohn-Sham gap = 10.675 eV